No. 1
Density functional theory data (ωB97M-V with the def2-TZVPD basis set) for C21H31NO6 in the gas phase.

Calculated values
SMILES string   O=C(CCCCC(=O)N1CCOCCOCCOCC1)OCc1ccccc1
LUMO energy   0.719 eV
Net charge   0
Energy above the lowest of the compared OMol25 structures with the same formula, charge and spin   142.5 kJ/mol

Positions of all 59 atoms, in Å:
O -4.00124 -0.01662 1.84827
C -4.22868 -0.23894 0.68643
C -4.72905 -1.56149 0.15559
C -4.10195 -2.02498 -1.16178
C -2.74371 -2.69352 -0.97129
C -1.65386 -1.72067 -0.53053
C -0.34170 -2.46255 -0.31528
O -0.28680 -3.67856 -0.30238
N 0.76243 -1.70022 -0.11711
C 0.79821 -0.25845 -0.17867
C 1.19902 0.25047 -1.57915
O 2.58829 0.25778 -1.82012
C 3.26882 1.47785 -1.61798
C 3.87121 1.68777 -0.21498
O 5.13055 1.07218 -0.05822
C 5.09943 -0.33378 0.07524
C 4.63748 -0.79536 1.47125
O 3.24035 -0.88342 1.65434
C 2.63990 -2.14580 1.44131
C 2.04632 -2.35700 0.04010
O -4.15464 0.69096 -0.27310
C -3.91842 2.04388 0.13680
C -2.45772 2.40623 0.20180
C -1.72324 2.15227 1.35439
C -0.39317 2.52817 1.43178
C 0.21379 3.16467 0.36210
C -0.50924 3.40627 -0.79439
C -1.83721 3.02414 -0.87648
H -4.58760 -2.31160 0.93504
H -5.80473 -1.42462 0.01032
H -4.77682 -2.74807 -1.62380
H -4.00964 -1.17295 -1.83701
H -2.43558 -3.15393 -1.91196
H -2.82236 -3.49378 -0.23410
H -1.93459 -1.24760 0.41405
H -1.53060 -0.94060 -1.28367
H 1.52548 0.08334 0.55835
H -0.17220 0.15524 0.08996
H 0.77245 -0.42230 -2.33207
H 0.78453 1.25498 -1.72963
H 2.60054 2.31808 -1.84695
H 4.09427 1.47889 -2.33798
H 3.17680 1.35409 0.56275
H 4.06924 2.75497 -0.08284
H 6.13686 -0.64689 -0.06668
H 4.48059 -0.78098 -0.70841
H 5.10474 -1.76197 1.69830
H 4.98909 -0.05694 2.20034
H 1.83010 -2.21948 2.17512
H 3.36694 -2.94175 1.64440
H 2.73000 -1.98865 -0.72802
H 1.87032 -3.42444 -0.10931
H -4.43142 2.65369 -0.61079
H -4.37791 2.18975 1.12087
H -2.20087 1.66194 2.18947
H 0.16788 2.33209 2.33294
H 1.24681 3.47254 0.43037
H -0.04309 3.90623 -1.63157
H -2.40085 3.22072 -1.77702

Forces on atoms 1 to 2 (eV/Å):
0.09 0.09 0.09
-0.25 -0.33 0.27

Let us look at the Löwdin charges, expressed in e, one per atom: 0.10, -0.51, -0.09, -0.19, -0.19, -0.09, -0.44, 0.06, -0.05, -0.11, -0.16, -0.15, -0.17, -0.18, -0.14, -0.17, -0.17, -0.17, -0.17, -0.10, 0.01, -0.10, -0.19, -0.03, -0.08, -0.10, -0.10, -0.03, 0.13, 0.13, 0.11, 0.11, 0.12, 0.12, 0.12, 0.12, 0.11, 0.10, 0.13, 0.10, 0.12, 0.13, 0.11, 0.13, 0.13, 0.11, 0.12, 0.13, 0.14, 0.12, 0.12, 0.12, 0.13, 0.13, 0.11, 0.11, 0.10, 0.11, 0.11


No. 2
Density functional theory data (ωB97M-V with the def2-TZVPD basis set) for a molecular structure, C21H31NO8PPd.

Calculated values
LUMO energy (spin up / spin down)   -4.434 / -7.277 eV
Net charge   +1
⟨S²⟩   6.06
Energy above the lowest of the compared OMol25 structures with the same formula, charge and spin   54.7 kJ/mol
2S+1   5

Positions of all 63 atoms, in Å:
Pd -0.25396 0.00560 0.61117
O -0.43360 -1.85784 1.81347
C 0.44078 -2.71695 1.97780
C 1.85520 -2.52137 1.99715
C 2.70535 -3.62370 2.10780
C 4.07281 -3.44412 2.11316
C 4.63468 -2.15668 2.05970
C 3.83200 -1.06181 1.95328
C 2.40533 -1.18393 1.88360
O 1.69757 -0.15559 1.74244
N 4.95104 -4.59868 2.15025
O 4.42027 -5.68349 2.11019
O 6.13702 -4.38598 2.20193
H 0.11826 -3.76049 2.13686
H 2.30280 -4.62474 2.17815
H 5.71258 -2.06261 2.09826
H 4.23600 -0.06451 1.90701
C -3.07965 2.98562 3.35497
C -2.05201 1.85632 3.35886
C -2.64672 0.60887 4.02540
C -0.76655 2.30078 4.04512
O -1.74631 1.44572 2.00700
P -1.15587 2.45063 0.86188
O -1.52454 3.86283 0.95215
O 0.31087 2.05578 0.72723
O -1.90065 1.57683 -0.32302
C -2.06177 2.11136 -1.65367
C -3.09331 3.23988 -1.60093
C -0.72125 2.61844 -2.17128
C -2.59567 0.95471 -2.50012
H -3.33048 3.25790 4.37485
H -3.98374 2.68123 2.83441
H -2.65710 3.84818 2.84430
H -2.86584 0.80798 5.06937
H -1.94186 -0.22016 3.95935
H -3.56869 0.32405 3.52483
H -0.96507 2.60393 5.06990
H -0.34760 3.14612 3.50182
H -0.03584 1.49276 4.04774
H -2.72607 4.02983 -0.95188
H -4.03481 2.86856 -1.20376
H -3.26215 3.64168 -2.59628
H -0.39013 3.45163 -1.55478
H -0.81777 2.95473 -3.20125
H 0.02497 1.82442 -2.11305
H -3.55608 0.62625 -2.11269
H -1.89984 0.11576 -2.45871
H -2.72402 1.26667 -3.53139
C 0.93560 -0.17727 -4.55357
C 0.83401 -1.50362 -3.77755
C -0.25229 -2.39367 -4.39089
C 2.19712 -2.21243 -3.82444
C 0.48946 -1.18032 -2.40351
C 0.15688 -0.86827 -1.26722
H 1.25017 -0.37370 -5.57627
H 1.66376 0.48184 -4.08951
H -0.02844 0.32427 -4.57323
H -0.01940 -2.58622 -5.43611
H -1.22240 -1.90486 -4.33669
H -0.31810 -3.34546 -3.87111
H 2.46727 -2.40554 -4.86018
H 2.16486 -3.16050 -3.29347
H 2.96292 -1.58665 -3.37485

Forces on atoms 1 to 2 (eV/Å):
0.32 0.09 -0.66
0.73 -1.41 0.06

Let us look at the Löwdin charges, expressed in e, one per atom: 1.09, -0.04, -0.14, -0.07, 0.10, -0.08, 0.06, 0.09, -0.29, 0.03, -0.35, 0.12, 0.13, 0.15, 0.14, 0.14, 0.14, -0.02, -0.62, -0.02, -0.02, -0.22, 0.28, -0.21, -0.31, -0.22, -0.62, -0.01, -0.03, -0.02, 0.10, 0.10, 0.07, 0.09, 0.07, 0.09, 0.10, 0.09, 0.08, 0.07, 0.10, 0.10, 0.09, 0.10, 0.06, 0.09, 0.04, 0.09, -0.02, -0.60, -0.02, -0.04, 0.01, 0.10, 0.10, 0.10, 0.09, 0.10, 0.09, 0.09, 0.10, 0.09, 0.09


No. 3
Density functional theory data (ωB97M-V with the def2-TZVPD basis set) for a molecular structure, C21H31O4Sm.

Calculated values
LUMO energy (spin up / spin down)   0.340 / 0.340 eV
Net charge   0
⟨S²⟩   8.76
Energy above the lowest of the compared OMol25 structures with the same formula, charge and spin   0.0 kJ/mol
2S+1   6

Positions of all 57 atoms, in Å:
O 0.19649 -0.07584 0.48685
C 0.18561 -0.58039 -0.93447
C 1.69438 -0.73798 -0.95886
H -0.21946 0.19699 -1.59800
H -0.37474 -1.52582 -0.97236
C 1.66827 -0.17548 0.47753
H 2.17909 -0.09852 -1.70609
H 2.01761 -1.78348 -1.03795
C 2.26605 1.20669 0.55517
H 1.81991 1.84205 -0.21554
H 3.35601 1.14466 0.41337
H 2.06758 1.65113 1.53545
C 2.12166 -1.11038 1.57039
H 1.64805 -2.09586 1.47897
H 1.87044 -0.67642 2.54557
H 3.21242 -1.22126 1.51052
Sm -1.63413 0.09992 1.84241
C -2.56172 -1.60367 3.60976
C -3.49588 -1.79270 2.54569
C -2.79478 -2.38238 1.44949
H -4.57065 -1.61130 2.58366
C -1.42374 -2.53724 1.82482
C -1.27621 -2.05935 3.17074
H -0.36156 -2.10613 3.76136
H -2.81320 -1.21631 4.59706
H -3.24229 -2.72995 0.51615
H -0.65637 -3.00662 1.21309
C -2.44282 1.69806 3.79864
C -1.19564 1.09935 4.17658
C -0.17195 1.63504 3.33912
H -1.04442 0.39003 4.98655
C -0.78562 2.58244 2.44602
C -2.18299 2.61737 2.73462
H -2.90861 3.29376 2.27769
H -3.40664 1.55938 4.29266
H 0.89748 1.43111 3.40084
H -0.26566 3.21148 1.72295
O 2.60245 -0.03775 -3.92864
C 4.02239 -0.29757 -3.77847
C 4.69568 -0.29764 -5.16612
H 4.15487 -1.28387 -3.28506
H 4.44810 0.47248 -3.10476
C 3.51869 -0.36674 -6.16521
H 5.39542 -1.13163 -5.26658
H 5.22677 0.65346 -5.29736
C 2.30973 0.12485 -5.33316
H 3.36344 -1.41305 -6.47331
H 3.67862 0.25736 -7.05080
H 1.37879 -0.41297 -5.56965
H 2.14711 1.19990 -5.54469
C -5.40680 1.21440 0.76565
C -4.23521 1.05505 -0.16103
O -4.35782 1.35333 -1.34611
O -3.11829 0.58950 0.39028
H -6.20201 0.54276 0.42022
H -5.81138 2.22525 0.63483
H -5.18249 1.02048 1.81950

Forces on atoms 1 to 2 (eV/Å):
0.95 -0.46 -1.86
-0.66 0.07 0.34

Let us look at the Löwdin charges, expressed in e, one per atom: -0.29, -0.07, -0.07, 0.14, 0.13, -0.54, 0.10, 0.13, 0.00, 0.10, 0.10, 0.07, 0.00, 0.09, 0.08, 0.10, 1.66, -0.23, -0.18, -0.18, 0.11, -0.23, -0.25, 0.10, 0.10, 0.11, 0.09, -0.20, -0.25, -0.24, 0.10, -0.20, -0.18, 0.11, 0.11, 0.09, 0.10, -0.18, -0.20, -0.16, 0.12, 0.12, -0.16, 0.11, 0.11, -0.19, 0.11, 0.11, 0.12, 0.12, -0.01, -0.64, 0.03, -0.27, 0.09, 0.09, 0.07


| no. | largest force on an atom (eV/Å) |
| --- | --- |
| 1 | 0.6 |
| 2 | 3.8 |
| 3 | 2.1 |